The following is a quantum chemistry calculation of a cluster of 2 separate species, C25H21N5O2 in total, from OMol25.

Its total charge is 0. The electronic energy is -1389.4274 hartree. The value obtained for the HOMO energy is -5.8 eV. As for the energy above the lowest of the compared OMol25 structures with the same formula, charge and spin: 2.851 eV.

Geometry (Å):
C -2.455806 -6.951842 -1.843117
O -2.376389 -5.812861 -2.709962
C -2.334679 -4.553290 -2.214847
C -2.371799 -3.528335 -3.198279
C -2.494014 -2.221273 -2.816737
C -2.541707 -1.852496 -1.433468
C -2.861303 -0.513987 -1.135911
C -3.043192 0.056840 0.149577
C -2.860341 1.462525 0.292726
C -2.996389 2.085862 1.516399
C -3.281560 1.313952 2.654455
O -3.389166 1.983555 3.876322
C -2.289486 1.939267 4.745100
C -1.549102 3.112218 4.918782
C -0.372283 3.057925 5.662357
C 0.012475 1.869351 6.294284
C -0.772167 0.719775 6.145944
C -1.921408 0.738799 5.352052
C -3.465826 -0.073420 2.560442
C -3.423046 -0.676452 1.313053
C -2.259857 -2.882116 -0.475287
C -2.257794 -4.216423 -0.835768
H -2.433569 -7.785419 -2.546195
H -1.597669 -7.000244 -1.164016
H -3.393286 -6.955016 -1.275941
H -2.338894 -3.846320 -4.239001
H -2.569617 -1.438223 -3.570950
H -2.994565 0.163020 -1.985806
H -2.594560 2.046045 -0.589693
H -2.860900 3.159484 1.635579
H -1.888634 4.024245 4.428082
H 0.243264 3.955507 5.740477
H 0.931327 1.837622 6.885775
H -0.491895 -0.214519 6.634118
H -2.528873 -0.151675 5.186646
H -3.646708 -0.668143 3.457755
H -3.680442 -1.732342 1.232068
H -2.051108 -2.623748 0.561324
H -2.191532 -4.997714 -0.072608
N -6.385512 4.498271 -6.099623
C -5.264760 4.256320 -5.403540
N -4.260641 5.140300 -5.347482
C -3.179229 4.831541 -4.589220
N -2.976544 3.713145 -3.831278
C -3.913193 2.788447 -3.889526
C -5.131637 3.009054 -4.699769
N -5.926221 1.925885 -4.580684
C -5.231963 1.066369 -3.750608
N -4.027512 1.548645 -3.306339
H -7.139006 3.827325 -6.076035
H -6.501515 5.392358 -6.558273
H -2.373740 5.571514 -4.581904
H -5.600961 0.078028 -3.472394

Force components x, y, z for each atom (eV/Å):
C 0.069 0.115 -0.155
O 0.105 1.118 0.527
C -0.298 -0.246 -0.189
C 0.063 -0.610 0.230
C -0.132 0.073 0.091
C 0.337 -0.281 -0.080
C 0.401 -0.530 0.122
C -0.470 0.362 0.992
C -0.155 -0.150 -0.431
C -0.024 -0.303 0.449
C 0.489 0.425 0.391
O -0.122 -0.408 -0.573
C 0.398 -0.175 -0.332
C -0.105 -0.475 -0.167
C -0.119 -0.071 0.204
C -0.135 -0.046 -0.180
C -0.010 0.073 -0.040
C 0.082 0.439 0.000
C -0.131 0.088 -0.096
C 0.449 0.080 -0.063
C -0.363 -0.066 -0.189
C 0.091 -0.107 -0.304
H -0.019 -0.024 0.346
H -0.116 0.011 -0.137
H 0.150 0.056 -0.109
H -0.058 0.214 0.220
H -0.132 -0.092 0.188
H 0.012 0.314 -0.184
H -0.162 -0.126 0.116
H -0.038 -0.273 -0.097
H 0.159 -0.233 0.116
H -0.173 -0.282 0.086
H -0.361 -0.006 -0.208
H 0.014 0.300 -0.100
H 0.273 0.266 0.208
H -0.213 0.283 -0.386
H -0.001 0.394 0.038
H -0.156 -0.070 -0.307
H 0.176 0.345 -0.342
N -0.764 0.697 -0.783
C 1.157 -1.865 1.553
N 0.206 -0.271 0.258
C -0.530 -1.713 0.799
N 1.512 2.223 -0.593
C -3.438 -0.257 -1.778
C 2.141 0.240 1.190
N -0.144 -1.887 0.801
C 0.171 2.670 -1.214
N -0.067 -0.139 -0.033
H 0.261 0.175 0.028
H 0.004 -0.359 0.173
H -0.306 -0.245 0.053
H 0.021 0.349 -0.110